*P*
The following is a DFT calculation (the ωB97M-V functional and the def2-TZVPD basis) of the molecule C2H3NO2.

Last column: Löwdin charge in e.
Cartesian coordinates (Å):
H -0.9267 -0.8443 1.8352  0.06
N -0.3454 -0.3839 1.1450  0.13
C -0.9305 -0.1564 0.0503  -0.29
O -0.2377 0.4421 -0.9475  0.00
C 1.1321 0.4528 -0.6545  -0.32
O 1.7553 1.4544 -0.5274  0.13
H -1.9663 -0.3536 -0.2396  0.14
H 1.5328 -0.5658 -0.6098  0.14

## Properties
Total charge: 0
SMILES string: [H]/N=C/OC=O
Kohn-Sham gap in eV: 11.637

*Q*
The following is a DFT calculation (the ωB97M-V functional and the def2-TZVPD basis) of the molecule C2H3NO2.

Last column: Löwdin charge in e.
Cartesian coordinates (Å):
C 1.5042 0.4218 -0.0545  -0.10
C 0.4151 -0.5818 -0.0394  -0.19
N -0.4913 1.4830 0.1177  0.08
O 2.6882 0.3873 -0.0625  0.16
O -0.7389 0.1470 -0.3330  -0.22
H 0.5127 -1.3162 -0.7823  0.12
H 0.5591 -0.9980 0.9175  0.12
H -0.5955 1.9797 -0.7527  0.03

## Properties
Total charge: 0
Kohn-Sham gap (spin up / spin down) in eV: 9.304 / 8.303

*R*
The following is a DFT calculation (the ωB97M-V functional and the def2-TZVPD basis) of a cluster of 2 separate species, C2H3NO2 in total.

Last column: Löwdin charge in e.
Cartesian coordinates (Å):
N 2.6499 0.7606 1.1992  0.18
C 1.9092 0.3497 0.3177  -0.39
O 1.4699 -0.0075 -0.6988  0.15
H 2.8381 0.5272 2.1452  0.07
C -2.2068 -0.4140 -0.7134  -0.15
O -2.0035 -0.4505 0.4784  -0.01
H -2.1740 -1.2767 -1.4032  0.07
H -2.4829 0.5113 -1.3253  0.09

## Properties
Total charge: 0
SMILES string: N=C=O.C=O
Kohn-Sham gap in eV: 10.989

Least stable = *Q*

*P*
The following is a DFT calculation (the ωB97M-V functional and the def2-TZVPD basis) of the molecule C2H3NO2.

Last column: Löwdin charge in e.
Cartesian coordinates (Å):
C 0.7059 0.0287 -0.0529  -0.46
C 0.1129 -1.1857 0.1184  0.19
N -0.4751 1.0257 -0.0978  -0.06
O 1.8031 0.5598 -0.1007  0.07
O -1.6619 0.6231 -0.1540  -0.06
H -0.9233 -1.0189 0.1519  0.05
H 0.6878 -2.1065 0.1267  0.10
H -0.2492 2.0740 0.0084  0.19

## Properties
Total charge: 0
Kohn-Sham gap (spin up / spin down) in eV: 6.878 / 9.712

*Q*
The following is a DFT calculation (the ωB97M-V functional and the def2-TZVPD basis) of the molecule C2H3NO2.

Last column: Löwdin charge in e.
Cartesian coordinates (Å):
H 0.6728 0.5047 2.1500  0.06
N 0.3143 0.0433 1.3185  0.13
C 0.2915 0.8314 0.3357  -0.29
O -0.1672 0.4458 -0.8804  -0.01
C -0.4774 -0.9054 -1.0199  -0.30
O 0.3434 -1.7354 -1.2418  0.13
H 0.5876 1.8826 0.2988  0.13
H -1.5650 -1.0669 -0.9609  0.15

## Properties
Total charge: 0
SMILES string: [H]/N=C/OC=O
Kohn-Sham gap in eV: 11.697

Least stable = *P*

*P*
The following is a DFT calculation (the ωB97M-V functional and the def2-TZVPD basis) of the molecule C2H3NO2.

Last column: Löwdin charge in e.
Cartesian coordinates (Å):
H -1.9704 1.3071 1.2851  0.05
N -1.2675 0.5883 1.4070  0.11
C -0.4219 0.5082 0.4863  -0.38
O 0.5606 -0.3897 0.5679  -0.05
C 1.0545 -0.9406 -0.8578  -0.13
O 0.6843 -0.4709 -1.8591  0.13
H -0.3966 1.1246 -0.4304  0.13
H 1.7571 -1.7269 -0.5990  0.14

## Properties
Total charge: 0
SMILES string: [H]/N=C/OC=O
Kohn-Sham gap in eV: 10.755

*Q*
The following is a DFT calculation (the ωB97M-V functional and the def2-TZVPD basis) of a cluster of 2 separate species, C2H3NO2 in total.

Last column: Löwdin charge in e.
Cartesian coordinates (Å):
C 1.0571 -0.7563 0.9369  -0.32
C 0.0756 -0.1121 0.0631  -0.04
N 1.7262 0.6318 2.2890  0.02
O 1.5529 -1.8109 1.0862  0.11
O 2.4686 0.0878 3.0246  -0.04
H -0.7836 -0.7696 -0.0842  0.09
H -0.2355 0.8404 0.4803  0.07
H 0.5465 0.0652 -0.9037  0.10

## Properties
Total charge: 0
Kohn-Sham gap (spin up / spin down) in eV: 7.661 / 7.663

*R*
The following is a DFT calculation (the ωB97M-V functional and the def2-TZVPD basis) of the molecule C2H3NO2.

Last column: Löwdin charge in e.
Cartesian coordinates (Å):
C -0.2784 -1.1691 0.4972  -0.20
C 0.4478 0.7067 -0.4223  -0.34
N -0.4453 0.1299 0.5331  0.08
O -0.4509 -2.3049 0.6944  0.23
O 1.1370 -0.4323 -0.9033  -0.19
H -0.2164 1.1232 -1.1156  0.09
H 1.2101 1.3568 -0.0542  0.11
H -1.4039 0.5896 0.7708  0.21

## Properties
Total charge: 0
Kohn-Sham gap in eV: 9.174

Least stable = *Q*

*P*
The following is a DFT calculation (the ωB97M-V functional and the def2-TZVPD basis) of a cluster of 2 separate species, C2H3NO2 in total.

Last column: Löwdin charge in e.
Cartesian coordinates (Å):
C 0.7106 -0.1925 0.2375  -0.26
C -0.3684 -0.5367 -0.6991  -0.05
N 0.5167 1.5598 1.3152  0.07
O 1.7389 -0.8154 0.5231  0.03
O -0.6026 1.8642 1.3400  -0.03
H -0.0968 -1.1060 -1.5699  0.09
H -1.0564 -1.1211 -0.1219  0.09
H -0.8418 0.3478 -1.0249  0.06

## Properties
Total charge: 0
Kohn-Sham gap in eV: 7.781

*Q*
The following is a DFT calculation (the ωB97M-V functional and the def2-TZVPD basis) of a structure of composition C2H3NO2.

Last column: Löwdin charge in e.
Cartesian coordinates (Å):
C -0.3808 -0.9254 0.0877  -0.01
C -1.2528 0.2404 0.1014  -0.04
N 0.5832 -0.0789 -0.4232  -0.20
O -0.2396 1.1222 -0.3757  -0.03
O 1.8047 0.1122 0.1994  0.01
H -0.4269 -1.9767 0.4272  0.11
H -2.1760 0.4722 -0.1475  0.04
H 2.0882 1.0339 0.1307  0.11

## Properties
Total charge: 0
Kohn-Sham gap in eV: 9.664

Least stable = *Q*

*P*
The following is a DFT calculation (the ωB97M-V functional and the def2-TZVPD basis) of a cluster of 2 separate species, C2H3NO2 in total.

Last column: Löwdin charge in e.
Cartesian coordinates (Å):
O 1.2544 -0.6655 -0.7928  -0.02
N 2.0932 -0.6838 0.0818  -0.13
O 2.8540 0.3814 0.3686  0.03
H 2.5123 1.1061 -0.1906  0.11
C -1.5797 -0.0675 -0.1854  -0.01
C -1.2069 -0.9310 0.5484  -0.02
H -1.4404 0.6065 -0.9782  0.01
H -1.3443 -1.5698 1.3680  0.02

## Properties
Total charge: 0
SMILES string: O=NO.C#C
Kohn-Sham gap in eV: 10.764

*Q*
The following is a DFT calculation (the ωB97M-V functional and the def2-TZVPD basis) of a cluster of 2 separate species, C2H3NO2 in total.

Last column: Löwdin charge in e.
Cartesian coordinates (Å):
C 0.6058 -0.0212 0.1820  -0.37
C -2.7414 -0.7771 -0.1882  -0.06
N -0.5956 0.3414 0.0989  0.06
O -3.4065 0.1186 0.0200  -0.01
O 0.9637 -1.2804 0.0700  0.05
H 1.4869 0.6076 0.3435  0.13
H 0.1630 -1.8118 -0.0842  0.11
H -0.7607 1.3342 0.2071  0.06

## Properties
Total charge: 0
Kohn-Sham gap in eV: 11.185

*R*
The following is a DFT calculation (the ωB97M-V functional and the def2-TZVPD basis) of the molecule C2H3NO2.

Last column: Löwdin charge in e.
Cartesian coordinates (Å):
O -0.2552 -1.4869 -1.4290  0.15
C -0.2115 -0.5336 -0.7485  -0.27
C -0.6771 0.0395 0.5616  -0.12
O 0.3102 1.0580 0.6120  -0.15
N 1.1377 0.3822 -0.3216  0.05
H -1.6127 0.3537 0.7193  0.07
H -0.4656 -0.7383 1.4739  0.19
H 1.7742 0.9254 -0.8678  0.09

## Properties
Total charge: 0
SMILES string: O=C1CON1
Kohn-Sham gap in eV: 9.328

*S*
The following is a DFT calculation (the ωB97M-V functional and the def2-TZVPD basis) of the molecule C2H3NO2.

Last column: Löwdin charge in e.
Cartesian coordinates (Å):
H 2.0778 -0.4457 -0.0388  0.07
N 1.0814 -0.3548 0.0848  0.12
C 0.4320 0.2690 -0.8025  -0.28
O -0.8957 0.3866 -0.6062  0.00
C -1.0970 -0.1046 0.7155  -0.33
O -1.5936 -1.1562 0.9368  0.13
H 0.7571 0.7517 -1.7241  0.14
H -0.7619 0.6540 1.4347  0.14

## Properties
Total charge: 0
SMILES string: [H]/N=C/OC=O
Kohn-Sham gap in eV: 11.531

Least stable = *P*

*P*
The following is a DFT calculation (the ωB97M-V functional and the def2-TZVPD basis) of the molecule C2H3NO2.

Last column: Löwdin charge in e.
Cartesian coordinates (Å):
O -0.9127 -0.0052 -1.5519  0.04
C -1.0949 -0.2415 -0.3794  -0.33
N -0.0864 -0.1747 0.5545  0.08
C 1.1688 0.2561 0.0651  -0.29
O 1.7720 1.1841 0.5215  0.09
H -2.0790 -0.5199 0.0202  0.13
H -0.2707 -0.1409 1.5482  0.14
H 1.5030 -0.3579 -0.7781  0.14

## Properties
Total charge: 0
SMILES string: O=CNC=O
Kohn-Sham gap in eV: 11.204

*Q*
The following is a DFT calculation (the ωB97M-V functional and the def2-TZVPD basis) of the molecule C2H3NO2.

Last column: Löwdin charge in e.
Cartesian coordinates (Å):
N -1.9306 -2.0635 1.4291  0.16
C -1.1520 -1.3123 1.0335  -0.15
C -0.1338 -0.4498 0.3022  -0.52
O 0.4326 0.4502 1.1376  0.01
O -0.6763 0.1926 -0.8107  0.03
H 0.7041 -1.4640 0.1087  0.22
H 0.9495 1.2066 0.8124  0.13
H -1.4689 0.5824 -0.4016  0.12

## Properties
Total charge: 0
SMILES string: N#CC(O)O
Kohn-Sham gap in eV: 11.715

*R*
The following is a DFT calculation (the ωB97M-V functional and the def2-TZVPD basis) of the molecule C2H3NO2.

Last column: Löwdin charge in e.
Cartesian coordinates (Å):
C -1.1025 0.4700 0.2850  -0.18
N -1.2263 -0.7796 -0.0665  0.10
O 0.0489 -1.1627 -0.5619  -0.10
C 0.9167 -0.1419 -0.1571  -0.21
O 0.1245 0.9882 0.1491  0.01
H -1.9128 1.0670 0.5591  0.12
H 1.6401 0.1258 -0.9258  0.13
H 1.5114 -0.5667 0.7183  0.15

## Properties
Total charge: 0
SMILES string: C1=NOCO1
Kohn-Sham gap in eV: 10.173

Least stable = *R*

*P*
The following is a DFT calculation (the ωB97M-V functional and the def2-TZVPD basis) of a cluster of 2 separate species, C2H3NO2 in total.

Last column: Löwdin charge in e.
Cartesian coordinates (Å):
C -0.2911 0.0576 0.9831  0.08
N 0.5360 -0.5517 1.4621  -0.18
O 1.3859 -1.2852 1.8669  0.05
H -1.1876 0.6285 0.7990  0.13
C -0.1161 0.2616 -1.1884  -0.24
O -1.2607 0.1501 -1.6409  -0.05
H 0.2827 1.3077 -1.1396  0.10
H 0.6509 -0.5686 -1.1422  0.11

## Properties
Total charge: 0
SMILES string: C#[N+][O-].C=O
Kohn-Sham gap in eV: 10.021

*Q*
The following is a DFT calculation (the ωB97M-V functional and the def2-TZVPD basis) of a cluster of 2 separate species, C2H3NO2 in total.

Last column: Löwdin charge in e.
Cartesian coordinates (Å):
C -0.3736 0.6936 0.2118  -0.39
C -1.0384 -0.2981 -0.2970  0.05
N 1.7503 -1.1361 0.1687  0.21
O 0.7592 1.1066 -0.2317  -0.10
O 2.1288 -0.0864 0.0620  0.06
H -0.8664 1.2529 0.9611  0.10
H -1.7993 -0.7160 0.2071  0.02
H -0.5606 -0.8164 -1.0819  0.05

## Properties
Total charge: 0
Kohn-Sham gap (spin up / spin down) in eV: 8.512 / 7.733

*R*
The following is a DFT calculation (the ωB97M-V functional and the def2-TZVPD basis) of a cluster of 2 separate species, C2H3NO2 in total.

Last column: Löwdin charge in e.
Cartesian coordinates (Å):
N 1.3332 -0.4136 0.6111  0.18
C 2.0966 0.1440 -0.0946  -0.46
O 2.7649 0.8075 -0.7477  0.17
H 1.1937 -1.3344 1.1031  0.13
C -1.8677 0.1573 -0.2463  -0.15
O -1.2377 0.2475 -1.2774  -0.02
H -1.3556 -0.1437 0.6845  0.05
H -2.9274 0.5355 -0.0328  0.09

## Properties
Total charge: 0
SMILES string: N=C=O.C=O
Kohn-Sham gap in eV: 10.942

*S*
The following is a DFT calculation (the ωB97M-V functional and the def2-TZVPD basis) of the molecule C2H3NO2.

Last column: Löwdin charge in e.
Cartesian coordinates (Å):
O -1.6542 -0.6210 1.4614  0.06
C -0.7339 -0.3591 0.6454  -0.41
N 0.2330 -0.9966 -0.0322  0.18
C 0.1880 0.4594 -0.0038  -0.28
O -0.2704 1.0181 -1.2145  0.01
H 0.9325 -1.7080 0.4148  0.19
H 0.7877 1.0123 0.5667  0.12
H 0.5174 1.1949 -1.8378  0.14

## Properties
Total charge: 0
SMILES string: O=C1N[C@H]1O
Kohn-Sham gap in eV: 10.309

Least stable = *Q*

*P*
The following is a DFT calculation (the ωB97M-V functional and the def2-TZVPD basis) of the molecule C14H15N3O2.

Last column: Löwdin charge in e.
Cartesian coordinates (Å):
O -0.9577 2.8305 -2.0332  0.08
C -0.4384 2.0423 -1.2702  -0.51
N -0.7816 2.0283 0.0776  0.13
C -1.0050 0.9209 0.8895  -0.23
C -1.1266 1.1233 2.2888  -0.08
N -1.3202 0.1728 3.1499  0.12
C -1.4225 -1.0990 2.7100  -0.24
C -1.6234 -2.1308 3.6476  -0.02
C -1.7546 -3.4255 3.2275  -0.08
C -1.6935 -3.7415 1.8606  -0.08
C -1.4953 -2.7618 0.9278  -0.04
C -1.3496 -1.4176 1.3262  -0.15
C -1.1419 -0.3641 0.4152  0.03
N 0.5098 1.1397 -1.6560  -0.04
C 1.5069 0.5900 -0.7564  -0.12
C 2.9009 0.7232 -1.3990  -0.19
O 3.0154 1.9399 -2.0886  -0.12
C 2.1743 2.0009 -3.2280  -0.16
C 0.9083 1.1491 -3.0483  -0.12
H -1.2580 2.8745 0.3624  0.15
H -1.0590 2.1277 2.6896  0.12
H -1.6722 -1.8636 4.6914  0.11
H -1.9103 -4.2174 3.9451  0.10
H -1.8052 -4.7703 1.5508  0.10
H -1.4486 -3.0006 -0.1255  0.11
H -1.1172 -0.5711 -0.6451  0.13
H 1.2983 -0.4655 -0.5365  0.12
H 1.4844 1.1494 0.1809  0.13
H 3.6682 0.7383 -0.6233  0.13
H 3.1006 -0.1234 -2.0718  0.12
H 1.9127 3.0545 -3.3465  0.13
H 2.7258 1.6645 -4.1187  0.12
H 1.0846 0.1146 -3.3592  0.13
H 0.0904 1.5678 -3.6345  0.13

## Properties
Total charge: 0
SMILES string: O=C(Nc1cnc2ccccc2c1)N1CCOCC1
Kohn-Sham gap in eV: 8.622

*Q*
The following is a DFT calculation (the ωB97M-V functional and the def2-TZVPD basis) of the molecule C14H15N3O2.

Last column: Löwdin charge in e.
Cartesian coordinates (Å):
C 4.0552 1.3165 1.2577  -0.03
N 3.5480 0.4296 0.2489  -0.13
C 4.2769 -0.5074 -0.3965  -0.09
C 3.4707 -1.1688 -1.2945  -0.08
C 2.1976 -0.6079 -1.1896  -0.03
C 2.2589 0.3878 -0.2230  -0.23
C 1.2272 1.2458 0.2544  -0.07
N 0.0394 1.1904 -0.2128  0.08
N -0.8835 2.0309 0.2896  0.06
C -2.1831 2.0180 -0.0865  -0.42
O -2.9944 2.7920 0.3859  0.07
C -2.5943 0.9556 -1.0981  -0.27
O -3.8969 1.2280 -1.5402  0.00
C -2.4892 -0.3925 -0.4094  -0.18
C -1.6278 -1.3687 -0.8862  -0.05
C -1.5302 -2.5885 -0.2412  -0.08
C -2.2997 -2.8442 0.8810  -0.09
C -3.1698 -1.8769 1.3542  -0.08
C -3.2631 -0.6540 0.7140  -0.02
H 3.5312 1.1694 2.2052  0.10
H 3.9438 2.3594 0.9511  0.10
H 5.1133 1.1118 1.4113  0.09
H 5.3184 -0.6461 -0.1797  0.12
H 3.7721 -1.9632 -1.9475  0.09
H 1.3184 -0.8761 -1.7364  0.09
H 1.4858 1.9623 1.0457  0.12
H -0.6162 2.7099 1.0098  0.16
H -1.9124 0.9831 -1.9564  0.15
H -4.2658 1.8848 -0.9250  0.09
H -1.0365 -1.1688 -1.7661  0.10
H -0.8540 -3.3426 -0.6167  0.10
H -2.2243 -3.7971 1.3844  0.10
H -3.7756 -2.0736 2.2268  0.10
H -3.9404 0.1014 1.0857  0.12

## Properties
Total charge: 0
SMILES string: Cn1cccc1/C=N/NC(=O)[C@H](O)c1ccccc1
Kohn-Sham gap in eV: 8.356

Least stable = *Q*